A 7-piece molecular cluster, C46H93F6N5O7P overall at a distorted geometry, computed with wB97M-V/def2-TZVPD.

Last column: Löwdin charge in e.
Cartesian coordinates (Å):
1 O 0.319 0.502 -1.045  0.16
2 C -0.198 0.090 0.126  -0.72
3 O 0.110 -1.077 0.496  0.12
4 O -1.021 0.825 0.689  0.29
5 H 0.761 -0.346 -1.130  0.11
6 C -5.308 0.903 -3.517  -0.07
7 C -3.888 0.713 -2.878  -0.23
8 C -3.554 -0.722 -2.473  -0.20
9 C -2.328 -1.393 -3.078  -0.06
10 N -2.196 -2.885 -2.663  -0.20
11 C -0.806 -3.381 -3.075  -0.13
12 C -0.945 -4.534 -4.017  -0.18
13 C -2.281 -4.383 -4.671  -0.11
14 C -3.142 -3.874 -3.442  -0.03
15 C -2.433 -3.008 -1.130  0.01
16 H -5.461 1.982 -3.510  0.08
17 H -6.081 0.284 -3.060  0.07
18 H -5.330 0.544 -4.546  0.08
19 H -3.556 1.397 -2.097  0.09
20 H -3.292 0.960 -3.756  0.10
21 H -4.416 -1.333 -2.741  0.10
22 H -3.598 -0.774 -1.385  0.09
23 H -1.504 -1.020 -2.469  0.11
24 H -2.217 -1.503 -4.156  0.14
25 H -0.069 -3.584 -2.298  0.14
26 H -0.393 -2.592 -3.703  0.10
27 H -0.837 -5.459 -3.450  0.12
28 H -0.028 -4.500 -4.606  0.14
29 H -2.496 -5.404 -4.986  0.13
30 H -2.300 -3.769 -5.572  0.13
31 H -3.461 -4.742 -2.864  0.13
32 H -4.034 -3.285 -3.651  0.12
33 H -3.354 -2.967 -0.549  0.10
34 H -1.816 -2.247 -0.652  0.06
35 H -2.020 -3.991 -0.907  0.10
36 C 5.767 -1.405 0.131  0.00
37 C 6.225 -0.095 -0.548  -0.40
38 C 5.657 -0.004 -1.948  -0.14
39 C 4.187 0.269 -2.017  -0.16
40 C 3.974 1.722 -1.531  -0.12
41 C 4.451 1.808 -0.046  -0.37
42 N 5.855 1.201 0.153  0.15
43 O 6.737 1.592 1.176  0.19
44 C 3.467 1.230 1.001  0.01
45 C 4.629 3.395 0.188  0.01
46 C 7.827 -0.173 -0.660  0.00
47 H 6.399 -1.463 1.018  0.10
48 H 6.019 -2.306 -0.428  0.11
49 H 4.711 -1.542 0.362  0.06
50 H 5.723 -0.978 -2.434  0.15
51 H 6.213 0.611 -2.655  0.15
52 H 3.589 -0.364 -1.362  0.10
53 H 3.744 0.035 -2.985  0.11
54 H 2.949 2.091 -1.539  0.10
55 H 4.382 2.419 -2.263  0.12
56 H 3.766 1.581 1.989  0.09
57 H 3.352 0.177 1.255  0.06
58 H 2.527 1.773 0.903  0.10
59 H 3.701 3.901 -0.075  0.06
60 H 5.440 3.845 -0.384  0.10
61 H 4.775 3.491 1.264  0.09
62 H 8.380 0.503 -1.311  0.10
63 H 8.066 -1.122 -1.140  0.10
64 H 8.479 -0.269 0.208  0.09
65 C 3.223 -4.698 3.805  0.03
66 C 2.123 -4.031 2.928  -0.41
67 C 0.845 -4.930 3.105  -0.11
68 C 0.154 -4.722 4.449  -0.18
69 C -0.185 -3.260 4.669  -0.10
70 C 1.090 -2.280 4.690  -0.36
71 N 1.895 -2.657 3.446  0.14
72 O 2.834 -1.697 3.028  0.11
73 C 1.975 -2.340 6.018  0.04
74 C 0.595 -0.850 4.431  0.00
75 C 2.459 -3.990 1.402  0.00
76 H 3.571 -5.554 3.226  0.12
77 H 2.967 -5.015 4.817  0.09
78 H 4.119 -4.079 3.862  0.10
79 H 0.989 -6.001 2.965  0.15
80 H 0.081 -4.667 2.373  0.12
81 H 0.681 -5.225 5.260  0.12
82 H -0.795 -5.259 4.447  0.13
83 H -0.704 -3.087 5.612  0.14
84 H -0.727 -2.943 3.778  0.09
85 H 1.380 -2.251 6.927  0.11
86 H 2.851 -1.691 6.006  0.11
87 H 2.350 -3.357 6.133  0.07
88 H 0.726 -0.311 5.369  0.10
89 H -0.488 -0.830 4.308  0.06
90 H 1.143 -0.419 3.593  0.08
91 H 2.654 -4.935 0.894  0.11
92 H 3.459 -3.556 1.371  0.07
93 H 1.786 -3.351 0.830  0.08
94 C -1.187 3.891 -2.543  0.01
95 C 0.044 4.613 -3.140  -0.44
96 C -0.444 5.862 -3.846  -0.16
97 C 0.626 6.850 -4.271  -0.14
98 C 1.313 7.287 -2.962  -0.11
99 C 2.114 6.119 -2.337  -0.37
100 N 1.071 4.986 -2.109  0.14
101 O 1.169 4.225 -0.988  0.12
102 C 2.637 6.716 -0.975  -0.02
103 C 3.317 5.593 -3.140  0.01
104 C 0.655 3.820 -4.297  0.00
105 H -1.899 3.734 -3.353  0.11
106 H -1.716 4.545 -1.849  0.10
107 H -0.817 3.015 -2.009  0.07
108 H -1.196 6.348 -3.225  0.13
109 H -0.957 5.564 -4.760  0.14
110 H 0.161 7.728 -4.721  0.14
111 H 1.245 6.430 -5.064  0.12
112 H 0.606 7.639 -2.211  0.13
113 H 1.821 8.242 -3.094  0.15
114 H 2.778 5.991 -0.174  0.06
115 H 2.246 7.611 -0.489  0.10
116 H 3.651 7.112 -1.033  0.10
117 H 4.085 6.363 -3.075  0.11
118 H 3.292 5.550 -4.229  0.10
119 H 3.833 4.779 -2.631  0.08
120 H 1.015 2.873 -3.896  0.08
121 H 1.606 4.014 -4.793  0.10
122 H -0.141 3.547 -4.990  0.12
123 C -2.972 -1.546 2.604  -0.02
124 C -4.190 -0.681 3.139  -0.33
125 C -5.520 -0.938 2.326  -0.12
126 C -6.701 -0.250 2.920  -0.20
127 C -7.043 -0.806 4.266  -0.12
128 C -5.844 -0.823 5.285  -0.42
129 N -4.499 -1.056 4.588  0.12
130 O -3.454 -1.426 5.365  0.15
131 C -6.083 -1.807 6.327  -0.03
132 C -5.781 0.611 5.946  0.03
133 C -3.846 0.886 2.872  0.02
134 H -2.030 -1.378 3.127  0.03
135 H -2.727 -1.348 1.560  0.07
136 H -3.083 -2.629 2.664  0.09
137 H -5.668 -2.017 2.372  0.13
138 H -5.456 -0.579 1.298  0.13
139 H -7.611 -0.275 2.319  0.14
140 H -6.630 0.816 3.135  0.12
141 H -7.430 -1.816 4.138  0.13
142 H -7.868 -0.181 4.608  0.15
143 H -5.592 -1.489 7.246  0.10
144 H -5.500 -2.711 6.151  0.10
145 H -7.123 -2.039 6.557  0.13
146 H -5.795 1.450 5.250  0.08
147 H -4.861 0.723 6.521  0.10
148 H -6.652 0.781 6.579  0.12
149 H -3.784 1.185 1.826  0.10
150 H -2.948 1.093 3.456  0.09
151 H -4.470 1.652 3.331  0.08
152 P 1.277 -0.574 -5.577  0.22
153 F 1.885 -0.365 -7.102  -0.16
154 F -0.366 -0.785 -5.970  -0.20
155 F 1.608 -2.131 -5.686  -0.14
156 F 1.045 -0.620 -3.955  -0.21
157 F 2.826 -0.360 -5.209  -0.19
158 F 1.089 1.017 -5.373  -0.18

Cartesian forces (eV/Å) of the 2 atoms listed first:
O -0.7 -0.1 1.9
C 1.0 -0.9 -2.3

Values from the calculation:
Spin multiplicity: 2
<S²>: 0.783
HOMO (spin up / spin down), eV: -17.5222 / -17.5223
Charge: +4
M, g mol⁻¹: 973.2